{"formula": "C4H10N3S", "method": "wB97M-V/def2-TZVPD", "de_lowest_kcal_mol": 51.2, "lumo_ha": -0.1236, "smiles": "C[N@@H+]1CC=N[C@H]1SN", "e_homo_ev": -13.59, "charge": 1, "energy_ha": -720.548812, "max_force_ev_per_a": 4.17, "orbital_gap_ev": 10.229, "elements": ["S", "N", "N", "N", "C", "C", "C", "C", "H", "H", "H", "H", "H", "H", "H", "H", "H", "H"], "xyz": [[-2.43, 0.43, -0.34], [-1.85, 0.93, 1.18], [-0.61, -1.87, -0.29], [0.23, 0.29, -0.24], [-0.81, -0.65, -0.81], [0.39, -1.98, 0.43], [0.98, 1.15, -1.13], [1.15, -0.64, 0.51], [-0.66, -0.70, -1.91], [0.87, -2.81, 0.84], [-2.31, 0.27, 1.82], [-1.97, 1.88, 1.50], [1.70, 1.56, -0.37], [-0.21, 0.85, 0.51], [0.49, 1.87, -1.70], [1.39, -0.40, 1.56], [1.53, 0.44, -1.70], [2.14, -0.64, 0.13]]}